[1]
Computed, not measured: a gas-phase ion, C3H8NO (charge +1), with ωB97M-V/def2-TZVPD.

Each line ends with the Löwdin charge.
Element x y z (Å)
O 0.515 0.357 -1.287  0.026
N 1.748 0.903 -0.991  0.102
C -1.748 -0.797 -0.108  0.092
C -0.312 -0.090 -0.341  -0.134
C 0.183 0.104 1.001  -0.040
H 0.567 -0.937 1.318  0.170
H -0.491 0.432 1.797  0.121
H 1.056 0.838 1.004  0.114
H -1.640 -1.450 0.669  0.066
H 2.222 1.253 -1.820  0.143
H -2.176 -1.018 -1.086  0.107
H -2.169 0.150 0.230  0.112
H 2.246 0.257 -0.386  0.120

Values from the calculation:
- frontier orbital gap (eV) = 9.9616
- multiplicity = 1
- total charge = +1
- energy (hartree) = -248.6908

=====

[2]
Computed, not measured: 5 unconnected molecules or ions with the total composition C17H42O16S4, with ωB97M-V/def2-TZVPD.

Each line ends with the Löwdin charge.
Element x y z (Å)
S 2.760 -7.343 -3.447  0.569
S -4.534 6.737 5.725  0.559
S 2.532 -1.857 1.038  0.556
S 3.950 -0.248 -4.855  0.568
O 2.746 -0.757 0.145  -0.285
O 3.661 -1.551 -4.345  -0.274
O 3.627 -2.972 0.787  -0.260
O -4.717 5.350 5.428  -0.279
O 0.334 1.287 3.981  0.146
O -0.236 3.158 2.852  0.029
O 1.171 1.658 1.901  0.102
O 1.240 -2.473 1.099  -0.278
O 2.652 0.334 -5.569  -0.263
O 1.590 -6.899 -4.135  -0.266
O 2.428 -8.678 -2.649  -0.262
O -5.498 2.878 1.273  -0.061
O -3.851 7.585 4.797  -0.277
O 5.073 -0.051 -5.720  -0.275
O 3.453 -6.450 -2.568  -0.279
O -5.942 7.387 6.073  -0.264
C -1.119 3.208 1.712  -0.170
C 1.768 -8.542 -1.370  -0.248
C 3.041 -1.388 2.656  -0.110
C -3.815 6.899 7.322  -0.120
C 3.888 -8.040 -4.600  -0.118
C -3.380 4.019 1.135  -0.187
C 2.382 -0.104 -6.917  -0.253
C 3.754 -3.260 -1.653  -0.078
C 3.419 -3.887 -0.321  -0.240
C -6.793 7.764 4.968  -0.249
C 0.283 -8.276 -1.510  -0.070
C 1.764 -1.487 -6.963  -0.072
C 4.007 0.892 -3.518  -0.114
C -7.512 6.578 4.358  -0.069
C -2.062 4.388 1.833  -0.146
C -4.292 3.142 1.978  -0.259
C 0.384 1.967 2.982  -0.578
H -3.904 4.890 0.766  0.115
H -0.557 3.258 0.785  0.130
H -8.026 6.004 5.128  0.085
H 0.898 -1.541 -6.304  0.085
H 1.941 -9.491 -0.867  0.121
H -8.243 6.924 3.628  0.082
H 4.180 -7.243 -5.279  0.079
H 2.406 -0.560 2.969  0.057
H 4.751 -2.818 -1.632  0.089
H 2.393 -4.257 -0.299  0.114
H 4.832 0.589 -2.878  0.079
H -1.688 2.281 1.688  0.119
H -6.817 5.907 3.854  0.069
H -2.834 6.434 7.277  0.078
H 0.813 0.847 1.528  0.109
H -4.525 3.582 2.939  0.115
H -3.114 3.421 0.261  0.112
H 0.094 -7.293 -1.938  0.073
H -0.178 -9.016 -2.163  0.085
H -7.507 8.466 5.394  0.120
H 3.384 -8.835 -5.143  0.076
H -1.639 5.232 1.302  0.114
H 3.070 0.836 -2.971  0.076
H -2.236 4.647 2.869  0.120
H 4.752 -8.418 -4.061  0.075
H 4.074 -4.731 -0.116  0.119
H 2.915 -2.238 3.319  0.078
H 1.449 -1.718 -7.981  0.080
H -6.203 8.303 4.225  0.113
H -4.445 6.385 8.041  0.076
H 3.051 -2.470 -1.909  0.062
H -0.194 -8.322 -0.531  0.082
H 2.472 -2.250 -6.642  0.071
H 3.299 -0.054 -7.505  0.113
H 4.079 -1.071 2.614  0.079
H 3.718 -4.012 -2.437  0.062
H 2.263 -7.763 -0.788  0.110
H -3.774 2.202 2.169  0.112
H -3.727 7.955 7.559  0.075
H 4.176 1.889 -3.914  0.074
H -5.250 2.443 0.461  0.073
H 1.692 0.636 -7.318  0.120

Values from the calculation:
- frontier orbital gap (eV) = 10.7040
- multiplicity = 1
- total charge = 0
- structure (SMILES) = CCOS(C)(=O)=O.CCOS(C)(=O)=O.CCOS(C)(=O)=O.CCOS(C)(=O)=O.O=C(O)OCCCCO
- energy (hartree) = -3469.4735

=====

[3]
Computed, not measured: a gas-phase ion, C5H11N2 (charge +1), with ωB97M-V/def2-TZVPD.

Each line ends with the Löwdin charge.
Element x y z (Å)
N 2.016 -1.291 0.334  0.217
N -1.814 -0.225 0.445  -0.061
C 1.393 -0.208 -0.033  -0.182
C -0.924 1.021 0.169  -0.109
C -1.453 -1.224 -0.524  -0.072
C 0.548 0.855 0.492  -0.181
C 1.526 1.076 -0.618  0.014
H -1.118 -2.235 -0.302  0.038
H 2.424 1.528 -0.518  0.107
H 0.687 1.167 1.434  0.112
H -1.849 -1.049 -1.583  0.082
H 2.600 -1.860 -0.207  0.118
H -2.832 0.222 0.290  0.225
H 1.464 -1.905 0.959  0.151
H -1.547 -0.360 1.418  0.165
H 1.211 1.268 -1.557  0.102
H -0.851 1.258 -0.849  0.094
H -1.484 1.963 0.650  0.180

Values from the calculation:
- frontier orbital gap (spin up / spin down) (eV) = 5.8611 / 7.8756
- multiplicity = 1
- total charge = +1
- energy (hartree) = -306.1572